The following is a quantum chemistry calculation of C32H83N5O15Sr as an isolated structure, from the Open Molecules 2025 dataset.

Last column: Löwdin charge in e.
Geometry (Å):
Sr1 12.08137 24.89288 17.57469  1.593
C1 14.48916 25.63760 19.11273  -1.050
O1 15.52931 26.04281 19.62511  -0.030
O2 13.53591 26.41452 18.96821  -0.173
O3 14.33534 24.49700 18.68778  -0.125
C2 10.58416 26.63338 15.03813  -0.114
O4 10.97223 26.67408 16.35673  -0.344
C3 10.09658 27.49130 17.18689  -0.123
C4 10.26199 27.07494 18.69769  -0.178
N1 10.02305 25.64880 18.92916  -0.160
C5 10.41317 25.24029 20.29048  -0.161
C6 10.37047 23.68052 20.35914  -0.215
O5 11.37533 23.28389 19.49961  -0.270
C7 11.31811 21.87109 19.25528  -0.066
H1 10.64355 27.60522 14.54814  0.110
H2 9.55656 26.27945 14.95521  0.081
H3 11.22502 25.90501 14.54125  0.091
H4 9.05893 27.40183 16.86535  0.120
H5 10.33634 28.54931 17.08097  0.126
H6 9.56252 27.60078 19.34756  0.132
H7 11.22609 27.39399 19.09370  0.093
H8 9.03428 25.45816 18.85112  0.112
H9 9.79153 25.61265 21.10474  0.128
H10 11.39466 25.66523 20.50074  0.100
H11 9.37842 23.24299 20.24728  0.130
H12 10.64197 23.46423 21.39239  0.133
H13 12.21313 21.57131 18.71014  0.091
H14 10.40880 21.54473 18.75057  0.093
H15 11.37979 21.28366 20.17137  0.100
C8 11.21027 33.17216 20.25325  -0.140
O6 11.65224 31.85394 20.31118  -0.195
C9 12.05129 31.27159 19.03623  -0.178
C10 12.86471 29.98104 19.19547  -0.186
N2 13.44482 29.44144 17.95860  -0.035
C11 14.61696 30.16996 17.49837  -0.197
C12 15.91967 29.79511 18.22928  -0.220
O7 16.80864 30.69292 17.64856  -0.164
C13 18.11452 30.39859 18.09607  -0.100
H16 11.72636 33.81343 19.53875  0.082
H17 11.25884 33.61959 21.24600  0.089
H18 10.17863 33.10521 19.90780  0.079
H19 12.74900 31.97405 18.58031  0.102
H20 11.16940 31.24377 18.39623  0.115
H21 12.16617 29.23141 19.56722  0.100
H22 13.61402 30.13974 19.97100  0.109
H23 13.73378 28.50322 18.19598  0.060
H24 14.49655 31.25190 17.55328  0.111
H25 14.75608 30.02655 16.42684  0.106
H26 16.11785 28.75702 17.96247  0.112
H27 15.78485 29.92713 19.30282  0.113
H28 18.84066 31.02515 17.57816  0.089
H29 18.40736 29.38230 17.83244  0.064
H30 18.22424 30.41124 19.18047  0.081
C14 14.59939 26.85808 15.65739  -0.089
O8 13.78762 25.72499 15.47643  -0.237
C15 14.50843 24.62836 14.88286  -0.184
C16 13.52089 23.51478 14.71770  -0.224
N3 13.06464 22.90797 15.93268  -0.077
C17 11.94845 21.97113 15.63892  -0.166
C18 10.58103 22.65263 15.37217  -0.200
O9 10.28159 23.59433 16.37379  -0.296
C19 8.94414 23.95815 16.25256  -0.106
H31 15.22566 27.12411 14.80585  0.101
H32 15.18143 26.75628 16.57334  0.086
H33 14.02501 27.77963 15.75187  0.083
H34 15.30237 24.28376 15.54544  0.131
H35 15.00601 24.87795 13.94573  0.135
H36 14.12911 22.77998 14.19022  0.133
H37 12.75066 23.88234 14.03966  0.127
H38 13.77704 22.24943 16.21360  0.128
H39 11.86951 21.27067 16.47032  0.106
H40 12.15448 21.28847 14.81452  0.125
H41 9.78764 21.90706 15.31963  0.130
H42 10.63285 23.04137 14.35516  0.123
H43 8.35073 23.11060 16.59552  0.106
H44 8.66289 24.24793 15.24012  0.101
H45 8.66594 24.77225 16.92184  0.079
C20 22.31584 24.84646 12.26173  -0.108
O10 22.45668 25.59975 13.45873  -0.182
C21 23.08311 24.91177 14.51205  -0.258
C22 23.35034 25.88533 15.61973  -0.195
N4 22.12831 26.40377 16.26914  -0.050
C23 21.64915 25.51072 17.29713  -0.237
C24 20.26879 25.95642 17.69503  -0.210
O11 19.34835 25.91424 16.56830  -0.173
C25 18.02673 26.26020 16.96573  -0.094
H46 21.69251 25.45199 11.60379  0.088
H47 21.94782 23.84021 12.46203  0.082
H48 23.23756 24.63578 11.71938  0.077
H49 24.01884 24.51450 14.11875  0.118
H50 22.53736 24.04531 14.88555  0.116
H51 23.74090 26.78783 15.14955  0.113
H52 24.13802 25.50467 16.26992  0.122
H53 21.34808 26.65955 15.68100  0.104
H54 22.31160 25.49389 18.16256  0.123
H55 21.58335 24.49371 16.91053  0.109
H56 20.30848 26.87036 18.28769  0.123
H57 19.99214 25.23054 18.45967  0.111
H58 17.41003 25.96461 16.11696  0.076
H59 17.89475 27.30856 17.23335  0.066
H60 17.76170 25.67639 17.84722  0.066
C26 15.95111 23.82955 21.95333  -0.133
O12 15.87735 25.23103 22.09815  -0.162
H61 15.74874 23.39206 22.93096  0.079
H62 15.35168 23.39659 21.15250  0.068
H63 16.97572 23.60213 21.65913  0.070
H64 15.79919 25.58916 21.21088  -0.002
C27 18.52695 26.81385 20.89266  -0.180
O13 17.84265 27.53177 19.93775  -0.145
H65 18.55802 25.73666 20.72896  0.076
H66 19.57402 27.11306 20.93963  0.077
H67 18.05117 27.09007 21.83364  0.071
H68 16.99134 27.13346 19.74221  0.022
C28 17.22658 22.72336 18.44064  -0.187
O14 15.97312 22.25063 18.74879  -0.149
H69 17.22512 23.74782 18.81289  0.062
H70 17.99497 22.13886 18.94665  0.081
H71 17.33382 22.72397 17.35593  0.072
H72 15.37199 22.99076 18.86037  0.004
C29 13.78527 27.72084 24.03160  -0.039
C30 13.71182 27.96246 22.45108  -0.398
C31 14.99362 28.47991 21.88344  -0.228
O15 15.19978 29.83868 22.28082  -0.177
C32 16.60591 30.19102 22.16162  -0.079
N5 13.38243 26.67077 21.91502  0.061
H73 14.30259 26.84041 24.41281  0.066
H74 12.77515 27.63189 24.43140  0.059
H75 14.31323 28.52951 24.53700  0.062
H76 12.92807 28.69436 22.25574  0.129
H77 14.90991 28.40021 20.79959  0.101
H78 15.77518 27.76482 22.14016  0.115
H79 17.07002 29.71779 23.02693  0.083
H80 16.81882 31.24688 22.32875  0.082
H81 17.07693 29.80971 21.25562  0.058
H82 14.12294 26.05906 22.22737  0.040
H83 13.49365 26.59572 20.91397  0.023

Computed properties:
LUMO level   -0.48 eV
HOMO energy   -7.64 eV
Calculated total energy   -2701.99080 a.u.